This record from the OMol25 dataset describes a 2-piece molecular cluster, C3H5IO overall. The level of theory is the ωB97M-V functional and the def2-TZVPD basis.

```
! wB97M-V def2-TZVPD RIJCOSX def2/J DEFGRID3
* xyz 0 1
C 0.127 -1.192 0.740
C 0.201 0.001 0.285
C 0.386 1.360 0.252
O -1.072 0.062 -1.494
I -1.477 -1.618 -2.201
H -0.050 -2.132 0.146
H 0.417 -1.666 1.630
H 1.298 1.488 -0.437
H -0.452 1.873 -0.167
H 0.622 1.826 1.247
*
```

## Properties
HOMO-LUMO gap: 7.623 eV
energy above the lowest of the compared OMol25 structures with the same formula, charge and spin: 407.4 kJ/mol
strongest force on any atom: 0.08575 Eh/bohr
molar mass: 183.98 g/mol

Atom charges from the Löwdin analysis, given in e for atoms 1 to 6:
1 C 0.00
2 C -0.14
3 C -0.10
4 O -1.03
5 I 0.84
6 H 0.02